[1]
The following is a DFT calculation (ωB97M-V with the def2-TZVPD basis set) of 2 unconnected molecules or ions with the total composition C3H5F2NO.

Structure (XYZ):
```
12
Properties=species:S:1:pos:R:3:forces:R:3
C -0.793 -1.571 0.022 -0.5 -1.7 -0.3
C -0.442 -0.336 -0.066 6.5 2.6 0.4
C 1.621 -0.003 -0.011 -6.7 -3.9 -0.1
N 1.757 1.338 -0.063 0.1 0.2 -0.3
O -0.939 0.914 -0.047 -0.3 -0.6 0.6
F 2.004 -0.852 -1.047 0.9 1.6 1.3
F 1.911 -0.650 1.182 1.0 0.5 -1.0
H -1.875 -1.757 0.088 0.5 -0.6 0.0
H 0.039 -2.354 -0.038 -1.7 1.1 0.2
H 2.615 1.633 0.353 0.5 0.6 0.3
H 0.916 1.766 0.349 0.7 -0.1 -0.4
H -1.609 0.970 -0.708 -1.1 0.4 -0.8
```
Forces are in eV/Å.

Output
Highest occupied orbital energy = -9.003 eV
E_LUMO = 0.594 eV
Gap between HOMO and LUMO = 0.353 hartree



[2]
The following is a DFT calculation (ωB97M-V with the def2-TZVPD basis set) of 2 unconnected molecules or ions with the total composition C3H5F2NO.

Structure (XYZ):
```
12
Properties=species:S:1:pos:R:3:forces:R:3
C 0.458 -0.022 1.511 0.1 0.2 0.0
C 1.268 -0.457 -0.769 0.4 -0.4 -0.1
C -1.723 0.484 -0.419 3.7 0.1 0.6
N 0.413 0.146 0.190 -4.5 1.2 -1.3
O 1.402 -0.494 2.105 0.3 -0.3 0.5
F -1.622 0.638 -1.717 -0.2 -0.1 0.5
F -2.042 1.593 0.196 0.0 -0.5 -0.3
H -0.427 0.402 2.017 0.0 -0.1 0.1
H 1.983 -1.092 -0.237 0.0 0.0 -0.1
H 0.703 -1.086 -1.463 0.0 0.0 0.0
H 1.800 0.309 -1.334 0.1 -0.1 -0.1
H -2.213 -0.420 -0.079 0.0 0.0 0.0
```
Forces are in eV/Å.

Output
Highest occupied orbital energy (alpha / beta) = -9.217 / -9.218 eV
E_LUMO (alpha / beta) = -0.554 / -0.553 eV
Gap between HOMO and LUMO (alpha / beta) = 0.318 / 0.318 hartree



[3]
The following is a DFT calculation (ωB97M-V with the def2-TZVPD basis set) of a single C3H5F2NOS molecule.

Structure (XYZ):
```
13
Properties=species:S:1:pos:R:3:forces:R:3
C 0.347 -0.888 1.194 1.8 -2.6 1.4
C -0.207 0.276 -0.848 -0.6 1.7 -3.5
C -1.046 1.365 -0.149 2.7 -0.8 1.4
H -0.111 -1.938 1.046 1.2 1.0 1.7
H -0.303 -0.277 1.792 -0.1 0.2 -0.4
H 1.443 -0.780 1.596 -2.2 -0.9 -0.3
H 1.307 -1.233 -1.674 -0.6 0.3 -2.3
H -1.439 2.005 -1.047 -0.2 -0.8 2.5
N 0.458 -0.589 -0.165 -0.2 2.2 -1.4
O 1.492 -1.227 -0.757 0.9 -1.1 2.2
F -0.121 2.037 0.714 -0.3 0.7 -2.1
F -1.733 0.789 0.898 -2.3 0.4 -1.7
S -0.088 0.460 -2.600 0.0 -0.4 2.5
```
Forces are in eV/Å.

Output
Highest occupied orbital energy = -8.893 eV
E_LUMO = 0.034 eV
Gap between HOMO and LUMO = 0.328 hartree
SMILES string = CN(O)C(=S)C(F)F



[4]
The following is a DFT calculation (ωB97M-V with the def2-TZVPD basis set) of a single C3H5F4NO2S molecule.

Structure (XYZ):
```
16
Properties=species:S:1:pos:R:3:forces:R:3
C -1.963 -0.614 1.113 -2.5 4.8 -2.6
C 1.690 0.957 -1.407 0.2 1.5 0.5
C 0.462 0.202 -0.977 -0.1 -0.6 0.9
N -0.746 -1.153 0.783 2.0 -2.6 1.1
O 0.179 0.985 1.523 0.1 1.7 1.3
O 1.742 -0.897 1.068 0.3 -0.7 0.3
F 1.532 1.429 -2.664 0.5 -0.8 -0.1
F 1.791 2.093 -0.629 -0.1 -0.6 0.0
F 0.320 -0.952 -1.638 1.1 -0.9 -0.4
F -0.680 0.817 -1.245 -0.6 1.5 0.2
S 0.522 -0.202 0.865 0.6 0.8 -2.9
H -2.472 -0.721 2.014 0.0 -0.7 2.1
H -1.789 0.527 0.930 -0.8 -1.9 0.9
H -2.708 -0.767 0.343 -0.2 -0.7 -0.4
H 2.589 0.358 -1.185 -0.2 0.2 -0.8
H -0.469 -2.060 1.106 -0.3 -0.8 -0.1
```
Forces are in eV/Å.

Output
Highest occupied orbital energy = -11.171 eV
E_LUMO = 0.501 eV
Gap between HOMO and LUMO = 0.429 hartree
SMILES string = CNS(=O)(=O)C(F)(F)C(F)F



[5]
The following is a DFT calculation (ωB97M-V with the def2-TZVPD basis set) of a molecular structure, C3H5F6NO4PbS2.

Structure (XYZ):
```
22
Properties=species:S:1:pos:R:3:forces:R:3
Pb -0.463 1.892 0.810 1.4 -0.9 -1.9
C 0.822 0.283 -1.014 -1.6 1.9 1.8
H 0.282 -0.650 -0.797 0.5 0.4 -0.3
H 0.564 0.808 -1.947 0.4 -0.6 0.3
H 1.849 0.378 -0.629 -0.5 -0.2 -0.5
H 2.002 -0.952 -2.483 0.7 -0.8 -0.9
H 2.378 -1.415 -2.990 -0.5 0.6 0.7
F -5.272 0.445 1.477 0.8 -0.7 0.4
C -4.439 -0.474 2.015 -1.2 -0.4 0.0
F -4.786 -0.671 3.302 0.6 0.3 -1.2
F -4.577 -1.632 1.339 0.2 1.0 0.6
S -2.693 0.153 1.871 0.3 -0.5 0.0
O -2.447 0.373 0.417 -0.1 0.0 1.6
O -2.557 1.363 2.676 -0.3 -1.0 -0.6
N -1.923 -1.120 2.441 0.4 1.1 -0.1
S -0.423 -0.867 2.984 -0.7 0.4 0.4
O 0.344 0.078 2.127 -0.6 -0.7 0.7
O -0.339 -0.664 4.405 0.2 -0.4 -1.2
C 0.283 -2.537 2.551 0.4 -0.9 -0.6
F -0.342 -3.522 3.225 0.6 1.0 -0.5
F 0.126 -2.751 1.222 0.2 0.2 1.2
F 1.604 -2.556 2.835 -1.2 0.1 -0.1
```
Forces are in eV/Å.

Output
Highest occupied orbital energy = -7.955 eV
E_LUMO = -0.833 eV
Gap between HOMO and LUMO = 0.262 hartree



[6]
The following is a DFT calculation (ωB97M-V with the def2-TZVPD basis set) of a molecular structure, C3H5FI2O.

Structure (XYZ):
```
12
Properties=species:S:1:pos:R:3:forces:R:3
C 1.640 -0.439 0.345 -0.4 0.1 -2.9
C 0.442 0.208 0.918 -0.5 1.2 2.7
C -0.251 -2.731 -1.718 0.3 0.1 -0.6
O -0.678 -0.229 0.740 0.8 1.0 0.3
F -0.571 -3.304 -2.844 0.3 -0.1 0.6
I 1.161 -4.032 -0.592 0.0 -0.2 -0.4
I -2.371 -3.058 -0.080 -0.6 -0.3 0.1
H 1.965 -1.261 0.940 0.1 -0.6 0.9
H 2.509 0.260 0.244 -0.9 -0.6 -0.3
H 1.219 -0.975 -0.644 1.4 1.5 1.9
H 0.633 1.146 1.772 -0.6 -2.2 -2.4
H -1.397 -1.898 0.465 0.0 0.2 0.1
```
Forces are in eV/Å.

Output
Highest occupied orbital energy = -8.778 eV
E_LUMO = -0.625 eV
Gap between HOMO and LUMO = 0.300 hartree



[7]
The following is a DFT calculation (ωB97M-V with the def2-TZVPD basis set) of 2 unconnected molecules or ions with the total composition C3H5FN.

Structure (XYZ):
```
10
Properties=species:S:1:pos:R:3:forces:R:3
C -0.690 1.265 -0.058 -0.9 -1.2 0.4
C -2.207 -0.745 -0.127 -0.6 2.4 0.5
C 0.704 0.814 0.113 -2.9 -0.2 2.9
N 0.851 -0.717 -0.067 -3.5 1.0 0.4
F -3.318 -0.171 0.090 1.9 -0.8 -0.4
H 1.056 1.307 1.125 -0.5 -1.5 -1.6
H 1.177 1.351 -0.621 1.9 1.0 -2.1
H 1.018 -0.878 -1.025 1.0 -0.4 -1.5
H -0.147 -1.182 0.047 2.3 1.1 0.4
H 1.556 -1.044 0.524 1.4 -1.4 1.1
```
Forces are in eV/Å.

Output
Highest occupied orbital energy (alpha / beta) = -12.518 / -12.536 eV
E_LUMO (alpha / beta) = -5.791 / -5.809 eV
Gap between HOMO and LUMO (alpha / beta) = 0.247 / 0.247 hartree
Total charge = +1



[8]
The following is a DFT calculation (ωB97M-V with the def2-TZVPD basis set) of a single C3H5FN2 molecule.

Structure (XYZ):
```
11
Properties=species:S:1:pos:R:3:forces:R:3
C 0.584 0.278 -0.156 -3.4 0.7 1.2
C -0.037 -0.969 0.025 -2.1 -4.9 2.7
C -0.435 1.357 -0.369 2.5 0.9 -1.5
N 0.404 1.364 0.800 0.2 -0.2 0.1
N 0.498 -2.070 -0.363 1.9 1.5 -1.0
F -0.058 -3.283 -0.001 -1.1 0.8 0.4
H 1.403 0.131 -0.699 3.7 0.6 -2.1
H -0.929 -1.083 0.684 0.3 0.4 -0.5
H 0.102 2.007 -1.040 -1.1 0.8 -0.6
H -1.483 1.187 -0.519 -0.3 -0.2 0.5
H -0.052 1.080 1.638 -0.4 -0.4 0.7
```
Forces are in eV/Å.

Output
Highest occupied orbital energy = -9.776 eV
E_LUMO = 0.991 eV
Gap between HOMO and LUMO = 0.396 hartree
SMILES string = F/N=C/[C@H]1CN1



[9]
The following is a DFT calculation (ωB97M-V with the def2-TZVPD basis set) of a single C3H5FN2 molecule.

Structure (XYZ):
```
11
Properties=species:S:1:pos:R:3:forces:R:3
C 1.474 -0.709 -0.954 0.0 -0.8 -0.8
C -1.174 -0.767 -0.593 1.8 0.3 1.0
C 0.471 -0.523 0.026 -3.9 -0.7 2.1
N 2.344 -0.716 -1.691 0.8 -0.1 -0.8
N 0.709 0.792 0.621 -2.4 -0.4 -0.7
F -1.232 -1.926 -1.291 0.6 -1.1 -0.5
H -1.320 0.003 -1.296 0.0 1.3 -0.8
H -2.094 -0.817 0.031 1.4 0.5 0.8
H 0.536 -1.284 0.899 0.1 1.1 -1.7
H 1.374 0.637 1.305 1.6 0.4 1.6
H 0.931 1.571 0.017 0.1 -0.4 -0.2
```
Forces are in eV/Å.

Output
Highest occupied orbital energy = -10.221 eV
E_LUMO = 0.788 eV
Gap between HOMO and LUMO = 0.405 hartree
SMILES string = N#C[C@@H](N)CF



[10]
The following is a DFT calculation (ωB97M-V with the def2-TZVPD basis set) of a molecular structure, C3H5FN2S.

Structure (XYZ):
```
12
Properties=species:S:1:pos:R:3:forces:R:3
C -1.373 1.238 -0.067 0.4 0.2 -4.0
C -1.308 -0.268 0.368 -1.2 -2.4 2.1
C 0.275 -0.285 0.391 -1.8 1.4 -3.8
H 1.796 1.313 -0.906 -1.7 0.9 1.0
H 1.750 1.848 0.621 -0.2 1.0 -1.2
H -2.100 2.124 0.278 2.2 -2.3 0.5
H -1.532 1.448 -1.314 0.7 -1.3 3.3
H -1.423 -0.287 1.507 -1.3 -0.5 -1.5
N 1.159 1.913 -0.251 1.6 -1.5 1.4
N 0.107 1.062 0.217 1.2 1.6 -0.5
F -2.017 -1.310 -0.349 1.4 2.4 1.6
S 1.576 -1.224 -0.060 -1.2 0.7 1.1
```
Forces are in eV/Å.

Output
Highest occupied orbital energy = -9.008 eV
E_LUMO = 0.050 eV
Gap between HOMO and LUMO = 0.333 hartree



[11]
The following is a DFT calculation (ωB97M-V with the def2-TZVPD basis set) of a single C3H5FN2S molecule.

Structure (XYZ):
```
12
Properties=species:S:1:pos:R:3:forces:R:3
C 0.530 1.274 -0.399 3.0 2.3 2.8
C -0.657 -0.889 -0.493 -0.7 -0.5 0.4
C -1.879 -0.660 0.002 0.7 -1.4 -1.1
H 1.743 -1.195 1.598 -0.5 0.4 -0.4
H -0.332 1.736 -0.859 -0.2 -0.4 -0.2
H 2.182 1.694 0.525 1.8 -1.4 1.2
H -0.586 -1.879 -0.925 0.5 0.2 -0.3
H -2.706 -1.430 -0.170 1.0 1.6 0.5
N 0.535 -0.124 -0.333 0.1 -1.1 0.4
N 1.402 2.123 0.143 -4.3 -1.2 -3.2
F -2.112 0.454 0.666 -0.9 0.6 0.6
S 1.880 -1.105 0.244 -0.3 0.9 -0.6
```
Forces are in eV/Å.

Output
Highest occupied orbital energy = -8.999 eV
E_LUMO = 0.455 eV
Gap between HOMO and LUMO = 0.347 hartree
SMILES string = [H]/N=C\N(S)/C=C\F



[12]
The following is a DFT calculation (ωB97M-V with the def2-TZVPD basis set) of 2 unconnected molecules or ions with the total composition C3H5FO.

Structure (XYZ):
```
10
Properties=species:S:1:pos:R:3:forces:R:3
C -0.370 -0.502 1.132 0.1 0.0 0.4
C -3.378 -0.365 -1.190 -2.1 1.4 1.9
C -0.135 0.192 -0.108 -1.2 -2.6 0.8
O -2.454 -0.305 -1.872 1.5 -0.9 -2.3
F -3.366 0.501 -0.104 -1.0 -1.0 -0.2
H -0.430 -1.525 0.774 -0.4 -1.0 0.3
H -4.357 -0.910 -1.286 1.0 0.4 0.3
H -1.205 0.349 -0.297 -0.1 0.4 0.0
H 0.235 -0.392 -0.897 0.5 -0.7 -1.4
H 0.364 1.038 0.040 1.6 4.0 0.2
```
Forces are in eV/Å.

Output
Highest occupied orbital energy = -8.509 eV
E_LUMO = 0.309 eV
Gap between HOMO and LUMO = 0.324 hartree



[13]
The following is a DFT calculation (ωB97M-V with the def2-TZVPD basis set) of a gas-phase ion, C3H5FO2P (charge -1).

Structure (XYZ):
```
12
Properties=species:S:1:pos:R:3:forces:R:3
C 2.148 0.183 0.719 0.0 2.4 1.8
C 1.143 -0.486 0.211 -1.1 0.8 -0.7
C -0.110 0.221 -0.252 0.5 -2.5 -1.3
O -2.071 -1.600 -0.651 0.3 -1.7 -0.4
O -2.666 0.685 -0.246 -0.2 0.4 -0.1
F 0.079 1.535 -0.017 -0.4 2.1 0.4
P -1.826 -0.598 0.441 0.7 1.4 -0.3
H 2.914 -0.238 1.367 0.2 -0.1 -0.6
H 1.920 1.286 0.851 0.9 -1.3 -0.2
H 1.179 -1.527 0.148 -0.2 -1.6 -0.2
H -0.186 0.117 -1.389 -0.2 -0.2 1.2
H -2.524 0.423 -1.182 -0.4 0.4 0.4
```
Forces are in eV/Å.

Output
Highest occupied orbital energy = -3.268 eV
E_LUMO = 4.151 eV
Gap between HOMO and LUMO = 0.273 hartree
Total charge = -1
SMILES string = C=C[C@H](F)P([O-])O



[14]
The following is a DFT calculation (ωB97M-V with the def2-TZVPD basis set) of a single C3H5FO2S molecule.

Structure (XYZ):
```
12
Properties=species:S:1:pos:R:3:forces:R:3
C -0.869 -0.181 -0.441 1.5 -0.4 2.2
C -0.347 -0.862 0.966 -0.4 -0.2 -2.0
C 0.229 0.603 -1.119 1.8 -4.8 1.2
O 2.007 1.870 0.899 0.4 0.4 -0.3
O 0.672 -0.023 1.526 -1.2 -0.8 -0.2
F 0.722 -0.024 -2.298 -0.5 0.6 1.5
S 1.769 0.523 0.426 -1.8 0.1 -1.0
H -1.302 -1.011 -0.943 -0.2 -0.4 -1.2
H -1.674 0.424 -0.067 -0.3 0.7 -0.3
H -1.321 -0.982 1.454 0.7 0.8 1.2
H -0.021 -1.924 0.908 0.4 0.7 -0.6
H 0.135 1.586 -1.310 -0.5 3.3 -0.5
```
Forces are in eV/Å.

Output
Highest occupied orbital energy = -9.208 eV
E_LUMO = 0.582 eV
Gap between HOMO and LUMO = 0.360 hartree



[15]
The following is a DFT calculation (ωB97M-V with the def2-TZVPD basis set) of a single C3H5FOS molecule.

Structure (XYZ):
```
11
Properties=species:S:1:pos:R:3:forces:R:3
C 1.818 0.157 0.209 2.9 -4.5 -3.4
C -0.575 0.368 -0.507 1.4 3.4 3.1
C -1.652 -0.580 -0.164 -3.7 0.2 -2.9
H 1.729 0.746 1.043 -1.3 2.1 1.3
H 2.547 0.614 -0.679 -2.3 -1.2 2.5
H 2.428 -0.835 0.787 -2.0 2.5 -2.4
H -2.083 -1.199 -1.091 1.6 0.7 2.1
H -1.269 -1.062 0.702 0.0 -1.2 0.4
O 0.483 -0.437 -0.410 3.5 2.1 0.7
F -2.769 0.123 0.238 -0.5 0.0 0.2
S -0.657 2.105 -0.128 0.4 -4.0 -1.6
```
Forces are in eV/Å.

Output
Highest occupied orbital energy = -8.883 eV
E_LUMO = -0.402 eV
Gap between HOMO and LUMO = 0.312 hartree
SMILES string = COC(=S)CF



[16]
The following is a DFT calculation (ωB97M-V with the def2-TZVPD basis set) of a single C3H5FOS molecule.

Structure (XYZ):
```
11
Properties=species:S:1:pos:R:3:forces:R:3
C 1.224 0.069 -0.354 -2.2 0.5 -0.1
C 0.041 -0.640 0.435 2.0 0.8 -2.9
C -1.255 0.013 0.049 -2.9 0.5 1.0
H 0.644 0.607 -1.165 1.4 -0.6 0.3
H 1.931 -0.697 -0.763 -0.5 1.1 0.6
H 1.588 0.852 0.324 0.8 -0.3 -0.4
H 0.280 -0.651 1.463 -0.3 0.0 1.4
H -0.482 1.797 0.173 -1.2 -0.4 -0.2
O -1.380 1.388 0.027 2.3 -0.8 0.3
F 0.057 -1.916 -0.047 -0.5 -0.9 0.3
S -2.649 -0.821 -0.142 1.0 0.2 -0.2
```
Forces are in eV/Å.

Output
Highest occupied orbital energy = -8.905 eV
E_LUMO = -0.016 eV
Gap between HOMO and LUMO = 0.327 hartree
SMILES string = C[C@H](F)C(O)=S



[17]
The following is a DFT calculation (ωB97M-V with the def2-TZVPD basis set) of a single C3H5FOS molecule.

Structure (XYZ):
```
11
Properties=species:S:1:pos:R:3:forces:R:3
C 0.170 -1.631 -1.063 2.4 0.4 -0.3
C -0.605 -0.736 -0.497 -0.1 -0.4 -1.0
C -0.006 1.362 1.223 -1.8 -0.9 -0.4
O 1.121 1.077 -1.190 -3.7 0.2 0.8
F -1.793 -1.116 -0.042 -0.9 0.2 0.7
S -0.375 1.030 -0.619 5.1 -0.3 0.6
H 1.188 -1.415 -1.459 -1.2 0.4 0.3
H -0.047 -2.670 -1.039 -0.6 -0.6 0.1
H 0.077 0.474 1.865 -1.4 -0.3 -0.4
H -0.767 2.104 1.556 1.2 -0.4 0.1
H 1.036 1.520 1.265 1.1 1.7 -0.6
```
Forces are in eV/Å.

Output
Highest occupied orbital energy = -9.531 eV
E_LUMO = 0.635 eV
Gap between HOMO and LUMO = 0.374 hartree



[18]
The following is a DFT calculation (ωB97M-V with the def2-TZVPD basis set) of a single C3H5FS molecule.

Structure (XYZ):
```
10
Properties=species:S:1:pos:R:3:forces:R:3
C 0.663 -0.048 0.378 -2.9 1.8 2.1
C -0.280 1.073 -0.132 -0.9 3.1 3.2
C -0.276 -1.021 -0.113 -3.2 -5.2 2.7
H 0.886 -0.106 1.446 0.4 0.5 -0.1
H -0.668 1.749 0.803 1.7 -0.6 -2.8
H 0.204 1.560 -1.055 -1.3 -0.5 1.4
H -0.568 -2.042 0.353 1.4 1.4 -0.8
H 0.106 -1.029 -1.043 0.6 -1.6 -3.7
F 1.683 -0.075 -0.427 4.5 0.0 -1.3
S -1.751 -0.061 -0.208 -0.2 1.2 -0.6
```
Forces are in eV/Å.

Output
Highest occupied orbital energy = -8.658 eV
E_LUMO = 0.880 eV
Gap between HOMO and LUMO = 0.350 hartree
SMILES string = FC1CSC1



[19]
The following is a DFT calculation (ωB97M-V with the def2-TZVPD basis set) of 2 unconnected molecules or ions with the total composition C3H5FS.

Structure (XYZ):
```
10
Properties=species:S:1:pos:R:3:forces:R:3
C -0.141 1.171 0.369 0.5 -1.7 -5.6
C -0.286 -0.401 0.192 2.9 6.1 3.5
C -0.837 -1.130 -0.646 -5.1 -0.9 -6.6
H 2.426 -0.542 -0.022 -1.5 3.4 0.7
H -0.533 1.417 1.293 -1.3 0.9 1.6
H -0.319 1.842 -0.632 -0.8 -1.8 2.8
H -1.016 -2.153 -0.571 0.6 -1.7 0.2
H -1.469 -0.686 -1.611 1.8 -0.8 3.0
F 0.570 -0.822 1.142 -1.4 -2.4 1.1
S 1.604 1.305 0.487 4.3 -1.2 -0.7
```
Forces are in eV/Å.

Output
Highest occupied orbital energy = -8.756 eV
E_LUMO = -1.036 eV
Gap between HOMO and LUMO = 0.284 hartree



[20]
The following is a DFT calculation (ωB97M-V with the def2-TZVPD basis set) of a single C3H5FS molecule.

Structure (XYZ):
```
10
Properties=species:S:1:pos:R:3:forces:R:3
C 0.777 -0.222 0.680 0.6 0.7 5.4
C -0.404 -0.456 0.040 -9.7 1.2 -5.0
C -1.325 0.459 -0.544 0.5 -3.7 2.3
H 2.065 0.912 -1.063 0.0 -3.7 1.3
H 0.640 -0.624 1.823 1.3 0.4 -2.7
H 0.877 0.852 0.779 -0.4 0.1 0.5
H -2.313 0.044 -0.929 1.7 0.3 0.2
H -1.450 1.421 -0.117 0.7 1.2 -0.1
F -0.875 -1.769 -0.232 2.0 1.1 0.8
S 2.008 -0.616 -0.438 3.3 2.3 -2.7
```
Forces are in eV/Å.

Output
Highest occupied orbital energy = -8.929 eV
E_LUMO = 0.020 eV
Gap between HOMO and LUMO = 0.329 hartree
SMILES string = C=C(F)CS